Record 1
# C29H40O27S

A cluster of 9 separate species, C29H40O27S in total at a distorted geometry (ωB97M-V/def2-TZVPD, OMol25).

Lowest unoccupied orbital energy in eV: 0.102
2S+1: 1
Kohn-Sham gap in eV: 9.8679
HOMO energy in eV: -9.77

Cartesian coordinates (Å):
1 H -7.7026 -2.8164 0.9450
2 C -7.0357 -0.7703 1.1604
3 O -4.7946 -2.6403 10.7330
4 O 3.9914 1.0382 -0.7578
5 C 4.9876 4.4755 -3.0779
6 O -4.5078 -1.6856 5.9921
7 C 3.7845 4.8921 -3.8653
8 C -5.8412 -1.2364 6.1869
9 O -4.9663 -1.2455 8.9771
10 H -7.2756 -0.8029 4.6266
11 O 6.0463 4.6055 -4.0140
12 C -3.1290 -2.0030 -0.6689
13 H -0.4071 -1.0782 -1.8956
14 H 4.5905 3.7927 0.9894
15 O 4.0155 -0.1744 -4.9086
16 H -0.6993 -0.0869 0.7711
17 C -8.8629 -0.2775 2.3530
18 C 9.0345 5.6409 -2.8442
19 H 2.2023 0.6442 1.8166
20 C -0.1385 0.2626 2.9211
21 C 4.9992 0.0431 -3.9081
22 O 1.8492 1.9998 0.2365
23 H -6.5643 -0.4184 0.2411
24 O 8.0395 5.0266 -2.0398
25 H 4.9139 3.4482 -2.7160
26 C 8.5879 4.8263 -0.8094
27 O -3.9830 -4.4201 -5.1098
28 C 1.4666 0.7294 0.9137
29 H -6.9088 -2.5334 4.8192
30 O -3.3034 -4.8817 -7.2250
31 H 2.5620 -2.7078 3.2106
32 C -5.6428 -2.0436 9.8502
33 O -9.0252 -1.5689 1.9488
34 O -6.8345 -2.1995 9.8416
35 H -5.8231 -0.1680 6.4217
36 O 4.1845 3.5378 0.1097
37 O 4.3198 5.8060 -4.8107
38 H -2.4003 -1.1537 -3.2198
39 H -3.5310 -0.2352 10.0425
40 H -2.4126 -3.5550 -8.5144
41 H 8.8829 6.7244 -2.8283
42 C -8.0926 -1.7978 0.9022
43 O 7.9678 4.4786 0.1612
44 H -1.2247 0.0991 3.2900
45 C 4.2901 -1.3784 -5.4833
46 C -1.1138 -1.8674 -1.6307
47 H -1.8742 -2.8431 -3.4047
48 C 1.6248 -2.0375 3.0792
49 C 0.6205 -1.1690 3.1236
50 O -3.1854 -1.8137 4.1520
51 H -0.4150 -3.4819 -7.1949
52 H 0.3967 1.1174 3.5081
53 O 5.4987 -1.8567 -5.0745
54 C -2.1580 -2.0756 -2.6823
55 H 4.5977 -0.2768 -2.9421
56 O -3.2939 -2.4816 -1.9331
57 H 1.6457 -0.1351 0.1521
58 H -1.8895 -5.2452 -8.7007
59 H -8.5954 -1.6499 -0.0583
60 O -1.8793 -3.9039 -5.7847
61 O -1.8745 -1.5020 -0.4895
62 H -0.5654 -5.1856 -6.7057
63 H 3.0267 5.3739 -3.2446
64 O -3.9785 -2.0196 0.1812
65 O 9.9275 5.0714 -0.8195
66 H 3.3252 4.0562 -4.4020
67 C 6.1423 -0.8092 -4.3642
68 O -5.4127 -1.4258 3.9497
69 O 6.3574 5.9751 -5.7967
70 C -1.1218 -4.2701 -6.9283
71 O -9.6035 0.2963 3.1077
72 C -3.6315 -1.1498 9.4500
73 H -6.2603 -1.1300 1.8416
74 H 11.0931 5.9857 -2.2739
75 H 8.9716 5.2896 -3.8759
76 H 6.7250 -1.2058 -3.5307
77 C -0.0894 0.7170 1.3415
78 C 5.6411 5.5058 -4.9521
79 H 5.2656 1.1001 -3.8487
80 S 3.5614 1.9859 0.3634
81 H -3.1347 -3.2449 9.6866
82 H -2.7935 -2.2444 11.1176
83 C -6.4914 -1.5230 4.8694
84 H -6.3145 -1.7724 7.0107
85 C -2.1697 -4.4770 -7.9776
86 O 3.5593 -1.9461 -6.2513
87 H 10.6905 4.2752 -2.5516
88 C -4.2677 -1.6562 4.6516
89 C 10.3106 5.2307 -2.1773
90 H 5.1831 5.1378 -2.2295
91 C -3.1352 -4.4035 -5.9608
92 H -2.9263 -1.1121 8.6174
93 H -0.5786 1.7584 1.1765
94 H -0.5570 -2.7823 -1.4066
95 C -3.4743 -2.3882 10.2765
96 O -7.7529 0.2794 1.7942
97 H 6.8136 -0.2793 -5.0469



Record 2
# CH2ClNOP2

A structure of composition CH2ClNOP2 at a distorted geometry (ωB97M-V/def2-TZVPD, OMol25).

Lowest unoccupied orbital energy (spin up / spin down) in eV: -3.069 / -3.113
2S+1: 1
Kohn-Sham gap (spin up / spin down) in eV: 6.8124 / 6.8364
HOMO energy (spin up / spin down) in eV: -9.88 / -9.95

Cartesian coordinates (Å):
1 H 0.0031 0.3729 -1.0046
2 C 2.6272 0.2389 -0.0549
3 Cl 4.4230 0.1696 0.0310
4 H 0.0167 -0.0173 1.0331
5 P -0.3048 -2.7018 -0.0210
6 N 2.0311 -0.9642 -0.0623
7 P 0.3957 -0.7096 -0.0309
8 O 2.0822 1.3169 -0.0498



Record 3
# C5H16NO3S

A cluster of 3 separate species, C5H16NO3S in total at a distorted geometry (ωB97M-V/def2-TZVPD, OMol25).

Lowest unoccupied orbital energy in eV: 3.228
Net charge: -1
2S+1: 1
Kohn-Sham gap in eV: 6.4444
HOMO energy in eV: -3.22

Cartesian coordinates (Å):
1 H 1.2352 -0.2184 -2.0451
2 H -0.6111 1.1941 -2.2523
3 H 2.1030 -3.1181 0.4086
4 H -1.5811 -1.1976 1.6442
5 S -0.7362 3.3974 -1.2287
6 H -1.9763 1.3209 -1.1279
7 O -2.1620 -1.5333 2.3289
8 H 0.9351 1.3478 -0.2210
9 H -0.8263 -1.0009 -0.5214
10 H 1.8579 -0.6406 0.6048
11 H -1.7526 1.3130 1.1527
12 N 0.0589 -0.5270 -0.4409
13 C 0.9731 -1.2570 0.4445
14 H 0.5312 -1.4340 1.4327
15 O 1.7682 0.1784 -2.7439
16 H -2.5422 -0.7395 2.7545
17 C -0.6508 1.2868 1.1847
18 C -0.0697 0.9261 -0.1869
19 O -0.1677 2.5446 1.6075
20 H -0.3418 0.5987 1.9794
21 C 1.3558 -2.5880 -0.1818
22 H 1.5783 1.1294 -2.6629
23 C -0.9219 1.5623 -1.2751
24 H -0.3054 3.1283 0.8392
25 H 0.4796 -3.2288 -0.3106
26 H 1.7689 -2.4445 -1.1829



| no. | E_tot (eV) |
| --- | --- |
| 1 | -96834.111 |
| 2 | -35703.656 |
| 3 | -23913.723 |